# C17H36BClFN2O9P

A 4-piece molecular cluster, C17H36BClFN2O9P overall (ωB97M-V/def2-TZVPD, OMol25).

Last columns: bonded neighbours and bond lengths (Å).
Cartesian coordinates (Å):
1 C -1.89529 -1.20623 1.96679  C2 1.516, H15 1.091, H16 1.089, H17 1.087
2 C -1.53447 -0.83019 0.54276  C1 1.516, Cl3 1.819, C4 1.539, H18 1.090
3 Cl -2.40838 -2.00693 -0.53436  C2 1.819
4 C -0.02715 -0.96277 0.26420  C2 1.539, C5 1.521, H19 1.091, H20 1.092
5 C 0.74804 0.33162 0.07312  C4 1.521, F6 1.409, O7 1.449, B12 1.631
6 F 2.07862 0.08714 0.46762  C5 1.409
7 O 0.89714 0.63824 -1.33476  C5 1.449, C8 1.369
8 C -0.15870 0.41722 -2.17790  O7 1.369, O9 1.201, P10 1.871
9 O -0.14060 -0.47034 -2.98646  C8 1.201
10 P -1.59708 1.61158 -2.25640  C8 1.871, N11 1.566, H21 1.401, H22 1.404
11 N -1.78643 2.24738 -3.67547  P10 1.566, H23 1.015
12 B 0.32930 1.67218 0.90145  C5 1.631, N13 1.422, O14 1.386
13 N -0.28050 1.63363 2.18563  B12 1.422, H24 1.015, H25 1.011
14 O 0.57613 2.88292 0.27305  B12 1.386, H26 0.966
15 H -1.69614 -2.27410 2.06809  C1 1.091
16 H -2.95159 -1.04259 2.17646  C1 1.089
17 H -1.27322 -0.67523 2.68318  C1 1.087
18 H -1.94954 0.13255 0.24305  C2 1.090
19 H 0.13017 -1.58360 -0.61959  C4 1.091
20 H 0.42825 -1.50597 1.09528  C4 1.092
21 H -1.35130 2.51042 -1.20978  P10 1.401
22 H -2.64280 0.77087 -1.84464  P10 1.404
23 H -1.68996 3.25534 -3.60923  N11 1.015
24 H -0.76319 2.49536 2.42044  N13 1.015
25 H 0.31343 1.36192 2.95694  N13 1.011
26 H 1.42191 2.83938 -0.19083  O14 0.966
27 O -2.11687 3.30278 4.05225  C28 1.200
28 C -2.82118 4.05095 3.43165  O27 1.200, O29 1.349, C32 1.508
29 O -2.47457 4.32252 2.15663  C28 1.349, C30 1.433
30 C -3.29510 5.09134 1.26861  O29 1.433, C31 1.513, H33 1.091, H34 1.089
31 C -3.08447 6.58003 1.44059  C30 1.513, H35 1.090, H36 1.090, H37 1.090
32 C -4.01990 4.72635 4.05006  C28 1.508, H38 1.089, H39 1.087, H40 1.086
33 H -4.34222 4.80512 1.37325  C30 1.091
34 H -2.98064 4.78317 0.27288  C30 1.089
35 H -3.37031 6.91591 2.43732  C31 1.090
36 H -3.67758 7.13058 0.71051  C31 1.090
37 H -2.03360 6.82814 1.29471  C31 1.090
38 H -3.67089 5.58972 4.61516  C32 1.089
39 H -4.48031 4.02450 4.73999  C32 1.087
40 H -4.77267 5.05138 3.33748  C32 1.086
41 O 8.13188 0.24059 -3.54640  C42 1.199
42 C 6.96177 0.45237 -3.39292  O41 1.199, O43 1.347, C46 1.513
43 O 6.46387 0.43677 -2.14108  C42 1.347, C44 1.432
44 C 5.11555 0.81187 -1.83711  O43 1.432, C45 1.512, H47 1.092, H48 1.089
45 C 4.13257 -0.31961 -2.03655  C44 1.512, H49 1.091, H50 1.089, H51 1.090
46 C 6.03275 0.67487 -4.56569  C42 1.513, H52 1.089, H53 1.087, H54 1.086
47 H 4.83426 1.70438 -2.39908  C44 1.092
48 H 5.14632 1.09588 -0.78615  C44 1.089
49 H 4.09480 -0.64308 -3.07742  C45 1.091
50 H 3.13355 -0.00699 -1.73451  C45 1.089
51 H 4.42520 -1.17927 -1.43320  C45 1.090
52 H 5.76206 -0.29707 -4.97594  C46 1.089
53 H 6.57863 1.23032 -5.32352  C46 1.087
54 H 5.12387 1.22029 -4.32815  C46 1.086
55 O -1.30011 -4.50564 2.33450  C56 1.201
56 C -0.99034 -5.43796 1.64450  O55 1.201, O57 1.345, C60 1.511
57 O -0.57000 -5.19828 0.38974  C56 1.345, C58 1.430
58 C -0.02955 -6.21170 -0.46289  O57 1.430, C59 1.514, H61 1.091, H62 1.088
59 C -1.11078 -7.00129 -1.17020  C58 1.514, H63 1.090, H64 1.090, H65 1.090
60 C -1.12161 -6.86266 2.12950  C56 1.511, H66 1.089, H67 1.087, H68 1.087
61 H 0.65673 -6.85339 0.09219  C58 1.091
62 H 0.56590 -5.66331 -1.19019  C58 1.088
63 H -1.74093 -7.54490 -0.46644  C59 1.090
64 H -0.66415 -7.72089 -1.85653  C59 1.090
65 H -1.75170 -6.32820 -1.73890  C59 1.090
66 H -2.16011 -7.16917 2.01060  C60 1.089
67 H -0.87445 -6.88162 3.18748  C60 1.087
68 H -0.48228 -7.57459 1.61465  C60 1.087

Calculated values
Orbital gap in eV: 9.256
Calculated total energy in Eh: -2382.32861

Atom charges from the natural (NBO) analysis, given in e for atoms 1 to 6: number 1, C, carries -0.644; number 2, C, carries -0.149; number 3, Cl, carries -0.092; number 4, C, carries -0.505; number 5, C, carries 0.337; number 6, F, carries -0.365

***

# C2H4NP

One molecule with the formula C2H4NP in a non-equilibrium geometry (ωB97M-V/def2-TZVPD, OMol25).

Last columns: bonded neighbours and bond lengths (Å).
Cartesian coordinates (Å):
1 C 1.35344 -0.77251 -0.59839  N3 1.292, P4 1.739, H5 1.088
2 C -1.05224 0.53907 0.25969  P4 1.897, H6 1.044, H7 1.107, H8 1.067
3 N 1.67560 -0.62712 0.64413  C1 1.292, P4 1.826
4 P 0.79444 0.79410 -0.08974  C1 1.739, C2 1.897, N3 1.826
5 H 1.44671 -1.70664 -1.14861  C1 1.088
6 H -1.25611 1.27243 0.97382  C2 1.044
7 H -1.62777 -0.30062 0.69471  C2 1.107
8 H -1.33406 0.80129 -0.73562  C2 1.067

Calculated values
Energy relative to the best compared isomer or geometry (same formula, charge and spin) in kJ/mol: 340.4
Orbital gap (spin up / spin down) in eV: 6.977 / 6.264
Spin multiplicity: 3
<S²>: 2.0133
Calculated total energy in Eh: -474.47892

Atom charges from the natural (NBO) analysis, given in e for atoms 1 to 6: number 1, C, carries -0.425; number 2, C, carries -0.846; number 3, N, carries -0.510; number 4, P, carries 0.859; number 5, H, carries 0.215; number 6, H, carries 0.218

***

# C17H28N3

A 3-piece molecular cluster, C17H28N3 overall in a non-equilibrium geometry (ωB97M-V/def2-TZVPD, OMol25).

Last columns: bonded neighbours and bond lengths (Å).
Cartesian coordinates (Å):
1 C 0.66683 2.20874 2.13839  C2 1.664, H11 1.193, H12 1.174, H13 1.186
2 C 1.36497 0.73734 2.48108  C1 1.664, C3 1.672, H14 1.189, H15 1.192
3 C 0.21226 -0.45370 2.70247  C2 1.672, C4 1.639, N5 1.520, H16 1.193
4 C 0.81400 -1.80123 3.41636  C3 1.639, H17 1.170, H18 1.193, H19 1.190
5 N -0.39935 -0.68024 1.32929  C3 1.520, C6 1.542, C10 1.514
6 C -1.85290 -0.19399 1.16489  N5 1.542, C7 1.649, H20 1.183
7 C -2.70489 -0.29199 -0.24409  C6 1.649, C8 1.643, H21 1.182
8 C -1.92568 -0.93962 -1.53741  C7 1.643, C9 1.643, H22 1.180
9 C -0.38250 -1.47047 -1.34950  C8 1.643, C10 1.667, H23 1.177
10 C 0.32684 -1.28812 0.14752  N5 1.514, C9 1.667, H24 1.191
11 H 1.42103 2.79282 1.42197  C1 1.193
12 H -0.33562 2.11842 1.53450  C1 1.174
13 H 0.53922 2.74596 3.18833  C1 1.186
14 H 2.09444 0.78762 3.41873  C2 1.189
15 H 2.04315 0.49439 1.53102  C2 1.192
16 H -0.61419 -0.02334 3.44784  C3 1.193
17 H 1.52267 -2.44805 2.74617  C4 1.170
18 H 1.46914 -1.42341 4.33861  C4 1.193
19 H -0.03696 -2.48000 3.89802  C4 1.190
20 H -2.41418 0.30639 2.07793  C6 1.183
21 H -3.80567 0.13626 -0.28050  C7 1.182
22 H -2.51711 -0.99355 -2.55682  C8 1.180
23 H 0.23307 -1.93069 -2.24030  C9 1.177
24 H 1.45748 -1.64425 0.26206  C10 1.191
25 C 0.38425 -6.13197 -4.54571  C26 1.525, H30 1.095, H31 1.095, H32 1.096
26 C 1.40606 -6.60407 -3.51617  C25 1.525, C27 1.530, H33 1.097, H34 1.096
27 C 1.44371 -5.72118 -2.26714  C26 1.530, C28 1.520, H35 1.095, H36 1.095
28 C 1.82222 -4.30075 -2.65370  C27 1.520, N29 1.261
29 N 2.13620 -3.12232 -2.97431  C28 1.261
30 H 0.62190 -5.13197 -4.92194  C25 1.095
31 H 0.37220 -6.80791 -5.40653  C25 1.095
32 H -0.62370 -6.10867 -4.11594  C25 1.096
33 H 2.39729 -6.62732 -3.98535  C26 1.097
34 H 1.16512 -7.63132 -3.22138  C26 1.096
35 H 2.18040 -6.10851 -1.55552  C27 1.095
36 H 0.46627 -5.71203 -1.77278  C27 1.095
37 C -0.80660 7.58851 1.22168  C38 1.525, H42 1.095, H43 1.095, H44 1.096
38 C -0.16304 6.49086 0.38031  C37 1.525, C39 1.530, H45 1.097, H46 1.096
39 C -1.17353 5.45945 -0.12573  C38 1.530, C40 1.520, H47 1.095, H48 1.095
40 C -1.84855 4.78009 1.05459  C39 1.520, N41 1.261
41 N -2.40862 4.21646 2.03374  C40 1.261
42 H -1.26666 7.18494 2.12915  C37 1.095
43 H -0.05279 8.31695 1.53665  C37 1.095
44 H -1.57689 8.11962 0.65090  C37 1.096
45 H 0.60939 5.99239 0.97871  C38 1.097
46 H 0.34044 6.94969 -0.47770  C38 1.096
47 H -0.66586 4.70320 -0.73360  C39 1.095
48 H -1.93524 5.94057 -0.74877  C39 1.095

Calculated values
Energy relative to the best compared isomer or geometry (same formula, charge and spin) in kJ/mol: 1040.4
Net charge: +1
Orbital gap in eV: 8.434
Calculated total energy in Eh: -828.21933

Atom charges from the natural (NBO) analysis, given in e for atoms 1 to 6: number 1, C, carries -0.648; number 2, C, carries -0.418; number 3, C, carries -0.055; number 4, C, carries -0.647; number 5, N, carries -0.364; number 6, C, carries 0.068